16
Properties=species:S:1:pos:R:3:forces:R:3 method="wB97M-V/def2-TZVPD" homo_ev=-9.0056 max_force_ev_per_a=1.75 spin_multiplicity=1 lumo_ev=0.1 e_tot_ha=-271.605926
H 0.771849 0.943702 -2.105588 -0.26 -0.22 0.43
C 0.360239 0.181261 -1.417166 -0.01 -0.18 0.23
C -0.925470 0.695026 -0.693063 -0.20 -0.05 0.43
H 1.080896 -0.818822 0.533371 0.19 0.00 -0.97
O 0.288492 -1.103082 2.240920 -0.36 -0.05 0.81
H 2.212572 -0.781818 -0.778606 0.33 0.21 -0.21
H -0.317769 0.868692 2.058783 -0.02 -0.17 0.20
H 1.781359 0.705015 0.116797 0.19 -0.11 -0.10
H -0.757192 1.707638 -0.312995 -0.07 -0.13 0.02
H 0.100748 -0.674850 -2.054262 -0.02 0.08 0.26
C 1.398500 -0.215473 -0.339504 0.44 0.12 -0.24
H -1.688615 -0.331938 1.872547 -0.52 0.23 -1.65
C -0.407198 -0.191589 1.735632 0.93 0.31 -0.40
H -1.796530 0.690533 -1.356463 0.15 0.00 0.18
H -1.118720 -1.350991 0.077805 -0.03 0.08 0.35
C -0.983161 -0.323305 0.421791 -0.74 -0.12 0.67


16
Properties=species:S:1:pos:R:3:forces:R:3 method="wB97M-V/def2-TZVPD" homo_ev="-6.8109 / -7.5893" max_force_ev_per_a=2.23 spin_multiplicity=1 lumo_ev="1.0 / 1.0" e_tot_ha=-271.581615
H 0.000683 -1.397832 0.392299 -0.07 0.01 0.11
H 2.163030 -1.119129 0.013267 -0.01 0.24 0.02
C -0.442096 -0.637036 1.043878 0.17 0.34 -0.10
C -1.685850 0.373064 -0.608994 -1.98 -0.40 -0.95
H 1.636624 1.879956 0.756109 0.14 -0.16 -0.10
H -0.191218 -0.847217 2.092469 -0.19 -0.01 -0.18
H -1.485531 -0.225183 -1.500953 0.18 0.29 0.17
H -2.351562 0.256524 1.427922 -0.01 -0.19 -0.16
H 1.981909 0.086092 -1.277136 0.16 -0.11 0.13
C 2.248610 -0.047980 -0.210973 -0.07 0.04 -0.14
C 1.377293 0.832081 0.624069 1.67 0.37 0.21
C -1.893524 -0.379432 0.661193 0.36 -0.18 0.45
O 0.077804 0.661000 0.693031 -0.43 -0.32 0.79
H 3.297967 0.236704 -0.076835 -0.23 -0.03 -0.07
H -2.242377 1.296363 -0.760647 0.34 -0.12 -0.05
H -2.444601 -1.326378 0.591988 -0.04 0.24 -0.12


16
Properties=species:S:1:pos:R:3:forces:R:3 method="wB97M-V/def2-TZVPD" homo_ev=-8.5491 max_force_ev_per_a=0.28 spin_multiplicity=1 lumo_ev=1.0 e_tot_ha=-271.708627
C -0.614565 0.110005 -0.908951 0.06 0.20 -0.16
C -1.082246 -0.350264 -2.276818 -0.01 -0.01 -0.02
C 0.001540 -1.153829 1.046907 0.18 -0.04 0.21
H 1.411454 -0.824304 2.470318 -0.09 0.04 -0.12
H -0.545567 -1.258632 -2.567805 -0.08 0.14 0.02
C 0.840040 -0.332492 1.685508 -0.09 -0.11 -0.08
H -1.170371 1.001453 -0.588420 0.10 -0.12 -0.03
O -0.844041 -0.954968 0.003514 0.00 -0.03 0.07
H 0.453063 0.358516 -0.927852 -0.13 -0.06 0.00
H 1.265246 1.601522 2.499549 -0.03 -0.09 -0.16
H 0.281907 1.672509 1.039735 0.14 -0.09 0.07
H -2.154022 -0.570600 -2.267087 0.15 0.03 0.01
H -0.892624 0.424930 -3.026954 -0.04 -0.09 0.12
C 1.108073 1.140366 1.517623 -0.04 0.10 -0.03
H 2.017729 1.325814 0.930893 -0.14 -0.02 0.09
H -0.075617 -2.190025 1.369840 0.02 0.16 0.00


16
Properties=species:S:1:pos:R:3:forces:R:3 method="wB97M-V/def2-TZVPD" homo_ev=-9.8992 max_force_ev_per_a=4.91 spin_multiplicity=1 lumo_ev=1.1 smiles="CC(C)CC=O" e_tot_ha=-271.696230
H 0.667938 1.756154 0.349735 2.14 1.32 0.52
H -1.970972 -1.578707 -0.484452 1.01 2.38 -0.09
H 0.609556 -1.791201 -0.535977 1.04 0.37 0.79
H -0.878631 2.051960 -0.314171 -0.07 0.22 -0.26
C -1.659360 -0.447745 -0.291286 -1.85 -1.27 0.43
H -2.268520 0.275005 -0.890463 0.17 -1.01 0.21
H 0.477977 -1.361869 1.273075 0.86 1.28 -2.79
C 2.131368 -0.353150 0.134972 1.17 -2.99 0.62
H 2.973993 -0.933272 0.633793 -0.72 0.47 0.01
O 2.374056 0.580302 -0.534306 1.24 2.57 -1.31
H 0.079558 0.197948 -1.416054 -0.27 0.08 -0.11
C -0.224852 0.045481 -0.376603 -1.23 -0.31 -0.75
H -0.819824 1.346162 1.266164 0.88 -0.12 -0.68
C 0.780744 -0.909350 0.144738 -2.35 -2.99 3.11
C -0.278299 1.370991 0.277891 -2.23 0.46 1.10
H -1.994731 -0.248711 0.762942 0.19 -0.44 -0.80


16
Properties=species:S:1:pos:R:3:forces:R:3 method="wB97M-V/def2-TZVPD" homo_ev=-9.1899 max_force_ev_per_a=2.60 spin_multiplicity=1 lumo_ev=0.9 smiles="CC/C=C/CO" e_tot_ha=-271.690763
H 0.599870 2.667816 0.443631 0.44 0.16 0.01
H 0.255714 -2.361000 0.540757 -0.46 0.55 0.16
O -0.375475 2.071730 2.192746 -0.12 0.18 -0.26
H 0.211317 1.350572 2.438813 0.03 0.01 0.21
C 0.715282 0.166078 -0.423068 -1.98 1.39 -0.79
H -1.092072 0.151918 0.658737 -0.58 0.23 -1.07
C -0.288075 2.140392 0.773536 -0.44 0.05 -0.53
H -0.240212 -0.842815 -2.059890 0.57 0.20 -0.04
H -1.313261 -1.859313 -0.315917 0.04 -0.08 0.50
C 0.486934 -1.076069 -1.269677 -0.84 -0.46 1.52
C -0.272963 -2.156577 -0.396565 1.51 -0.28 -1.01
C -0.345007 0.784295 0.162536 1.67 -1.33 1.48
H -1.139278 2.714455 0.361649 0.18 -0.07 0.63
H 1.611631 0.773471 -0.503269 0.19 -0.15 -0.47
H 1.416567 -1.390666 -1.727015 0.06 -0.45 0.06
H -0.230974 -3.134287 -0.877004 -0.26 0.05 -0.39


16
Properties=species:S:1:pos:R:3:forces:R:3 method="wB97M-V/def2-TZVPD" homo_ev=-9.1693 max_force_ev_per_a=3.90 spin_multiplicity=1 lumo_ev=1.1 e_tot_ha=-271.608598
C -1.932219 0.326561 0.162498 0.26 -0.08 -0.18
H 2.134801 1.031403 0.835726 0.03 -0.16 -0.12
C 2.331082 0.091452 0.301164 0.22 -0.01 0.09
H 0.427494 -0.475952 -1.513347 -0.22 -0.74 3.23
C -0.540230 0.971811 -0.050020 0.16 0.05 -1.41
H -1.253831 -1.605991 1.033081 0.16 0.07 -0.16
C -1.225505 -1.062679 0.083966 0.26 -0.31 -0.19
H 2.510170 0.314075 -0.764770 -0.08 -0.11 0.19
H -2.494539 0.497785 1.093850 0.54 0.05 -0.22
C 0.144077 -0.407721 -0.186852 0.63 -1.16 -2.31
H -1.514850 -1.720073 -0.733229 -0.28 -0.10 0.18
O 1.263573 -0.818774 0.459854 0.16 -0.37 0.80
H -0.265969 0.782437 -1.111678 -1.92 3.40 -0.16
H -2.616872 0.537623 -0.668925 0.11 -0.13 0.23
H -0.177940 1.931731 0.332537 0.04 -0.56 0.09
H 3.210758 -0.393690 0.726144 -0.05 0.15 -0.07


16
Properties=species:S:1:pos:R:3:forces:R:3 method="wB97M-V/def2-TZVPD" homo_ev="-6.1002 / -6.6886" max_force_ev_per_a=1.12 spin_multiplicity=1 lumo_ev="0.5 / 0.9" e_tot_ha=-271.573969
H -1.818630 1.279479 0.219180 0.02 -0.14 -0.06
H 0.198454 -0.681839 1.096408 0.37 -0.01 -0.41
H -2.263705 -0.759257 -1.494010 -0.32 0.17 -0.05
H 1.805366 -1.404925 0.774661 0.05 0.49 -0.26
C -1.535716 -0.727276 -0.697378 -0.56 0.21 -0.27
C -1.968425 0.201252 0.410927 -0.03 0.08 0.18
H 2.209446 1.123384 -0.561472 -0.25 -0.63 0.50
H -3.052236 0.049957 0.487109 0.17 0.09 0.02
C 1.654866 0.838228 0.356855 0.23 0.09 0.90
C 0.804878 -0.635739 -0.970056 0.01 -0.84 -0.33
H 1.644958 -0.670639 -1.653356 -0.27 0.05 -0.32
H 2.341488 0.936327 1.178979 0.24 0.63 0.50
H -1.576162 0.000140 1.421590 0.01 0.01 -0.27
C 1.081875 -0.642371 0.451324 0.55 0.95 -0.10
O -0.343263 -0.448920 -1.431940 -0.43 -0.99 -0.29
H 0.816799 1.542204 0.411176 0.23 -0.16 0.27


16
Properties=species:S:1:pos:R:3:forces:R:3 method="wB97M-V/def2-TZVPD" homo_ev=-9.0311 max_force_ev_per_a=0.37 spin_multiplicity=1 lumo_ev=0.6 e_tot_ha=-271.552510
H 0.000838 1.994244 -1.019434 -0.03 -0.11 0.16
H -0.004683 -1.225820 -1.605670 -0.07 0.02 0.07
H -2.648144 -0.557082 0.551008 0.06 0.10 0.10
C 0.856644 -0.808005 0.341493 0.06 0.05 0.07
H 2.018072 0.936100 -0.330768 0.00 -0.11 -0.01
C -1.145957 0.206783 -0.417298 0.27 0.07 -0.25
H 0.781859 -1.262731 1.319254 0.06 0.09 -0.01
H -1.718914 0.413409 -1.332704 0.08 -0.05 0.18
O -2.006381 0.146575 0.707292 -0.26 -0.14 0.03
H 2.283618 0.134599 1.163666 -0.23 0.27 -0.03
C -0.134209 1.344962 -0.145148 0.01 0.01 0.06
H -0.916946 -1.986445 -0.284578 0.09 0.17 -0.04
C -0.326544 -1.106649 -0.566302 0.11 -0.07 -0.08
H -0.521676 1.956368 0.674374 0.02 -0.06 -0.09
C 1.148368 0.603514 0.217095 0.12 -0.05 0.01
H 2.334050 -0.789819 0.727722 -0.27 -0.19 -0.15


16
Properties=species:S:1:pos:R:3:forces:R:3 method="wB97M-V/def2-TZVPD" homo_ev=-8.5706 max_force_ev_per_a=0.50 spin_multiplicity=1 lumo_ev=0.2 e_tot_ha=-271.540753
C -0.733998 -0.550176 -1.306634 0.13 -0.16 -0.14
C 1.492369 0.517602 -0.532980 -0.08 0.03 0.05
H -0.621620 0.012021 -2.229129 0.08 -0.16 0.11
H 1.977502 0.765462 0.414172 -0.10 0.00 -0.19
H 0.542141 -2.283060 0.152794 -0.03 0.16 -0.14
H -1.216325 1.262338 2.203826 0.26 -0.05 -0.10
H -1.282744 1.310304 -0.211469 0.18 -0.21 0.00
H -1.205009 -1.521910 -1.413293 0.05 0.07 0.03
H -1.855258 -0.250621 0.556216 0.40 0.07 -0.07
H 2.208207 -0.007485 -1.182045 -0.24 0.07 0.14
H 1.187056 1.447210 -1.020494 0.03 -0.08 0.04
C -1.116328 0.244642 -0.074440 -0.36 0.22 0.27
C -0.165591 0.955929 1.974269 -0.38 -0.15 0.30
C 0.296760 -0.365151 -0.256251 0.33 -0.16 0.06
H -0.158340 -0.101016 2.327919 0.05 0.32 -0.08
O 0.651183 -1.436086 0.597544 -0.33 0.04 -0.29


16
Properties=species:S:1:pos:R:3:forces:R:3 method="wB97M-V/def2-TZVPD" homo_ev="-7.4131 / -7.2741" max_force_ev_per_a=1.20 spin_multiplicity=1 lumo_ev="0.9 / 0.8" e_tot_ha=-271.616493
C -0.019476 0.436592 1.556546 0.06 -0.05 0.13
C -1.641645 1.171534 -1.565667 -0.19 0.71 -0.42
O -1.070862 0.063043 -1.182339 -0.91 -0.77 0.12
H 0.867657 0.559744 -1.496466 -0.04 -0.19 -0.14
H 2.002332 0.054420 0.835666 -0.20 -0.02 0.04
H 1.343143 -1.208197 1.864742 0.03 0.00 -0.14
C 0.637880 -1.259081 -0.206895 -0.02 0.01 0.05
H -0.873197 -0.148553 1.920938 0.11 0.15 -0.01
H -0.392963 1.073360 0.755333 0.07 0.06 0.15
H 1.448834 -1.886202 -0.602381 -0.13 0.18 0.11
C 0.192210 -0.255585 -1.219540 1.06 0.06 0.03
H -2.719046 1.135165 -1.618640 0.15 0.05 0.01
C 1.084287 -0.505170 1.063933 0.07 -0.01 0.13
H 0.324872 1.096621 2.358507 -0.02 -0.21 -0.01
H -1.024782 1.945352 -2.014254 -0.14 -0.08 0.04
H -0.199750 -1.924837 0.035621 0.08 0.11 -0.10


16
Properties=species:S:1:pos:R:3:forces:R:3 method="wB97M-V/def2-TZVPD" homo_ev=-8.4709 max_force_ev_per_a=0.33 spin_multiplicity=1 lumo_ev=0.5 e_tot_ha=-271.624590
H -1.807045 -0.748567 -0.896177 0.03 0.04 0.17
H 0.230352 -1.335804 0.516362 -0.05 0.14 -0.04
H 2.640142 0.675590 0.261537 -0.05 -0.10 -0.12
H 2.602746 -0.994345 -0.326332 -0.05 0.16 -0.04
C -2.434200 -0.129654 1.056173 0.03 0.03 -0.14
H 0.593991 -0.416470 -1.761677 0.02 0.10 0.12
H 0.604862 1.218957 -1.117131 0.03 -0.15 0.05
H -1.705409 1.207557 0.645363 -0.08 0.10 0.22
C -0.020676 -0.285921 0.295897 0.08 0.05 0.07
H -3.186695 -0.859856 1.372125 0.09 0.09 -0.06
O -2.371415 0.987197 1.683018 0.15 -0.04 -0.14
C -1.521686 -0.156438 -0.021923 -0.10 -0.32 -0.05
H 2.945441 0.331084 -1.448620 -0.09 -0.04 0.14
H 0.237259 0.289045 1.195765 -0.06 -0.08 -0.14
C 2.342682 0.040428 -0.581476 0.04 -0.01 0.01
C 0.849652 0.177197 -0.872903 -0.02 0.01 -0.05


16
Properties=species:S:1:pos:R:3:forces:R:3 method="wB97M-V/def2-TZVPD" homo_ev=-8.9579 max_force_ev_per_a=3.24 spin_multiplicity=1 lumo_ev=1.1 smiles=C[C@H]1OC1(C)C e_tot_ha=-271.632635
H 0.999068 -2.121284 0.375104 -0.33 0.73 0.18
C 1.130550 0.475780 -1.674691 0.57 -0.16 0.02
H 0.885697 1.336421 -2.314905 0.20 -0.21 0.18
C -1.209167 0.589345 1.568417 1.00 -1.08 1.14
C 0.571696 0.806857 -0.313856 0.12 0.54 -0.39
C -0.123075 -0.144275 0.578425 -2.93 1.04 -0.90
H -1.566220 -0.187750 2.215519 -0.05 -0.10 1.19
H -2.136616 1.056317 1.117634 1.35 -0.98 -0.12
H 0.613389 -0.385764 -2.107746 0.27 0.16 0.18
H -0.718601 1.418127 2.077621 0.07 -0.30 0.46
H -0.697201 -2.239868 0.837809 -0.06 0.01 0.00
H 0.972934 1.715684 0.138220 -0.23 0.15 -0.07
C 0.003447 -1.654007 0.242831 -0.44 0.32 0.28
O -0.804031 0.687956 -0.468047 0.22 -0.19 -2.39
H -0.258281 -1.801903 -0.814102 -0.05 0.11 0.36
H 2.203044 0.319749 -1.677627 0.29 -0.04 -0.13